--- 1 ---
12
Properties=species:S:1:pos:R:3:lowdin_charge:R:1 method="wB97M-V/def2-TZVPD" gap_ha=0.28378 homo_ev=-8.0 smiles="C=N/C=C/C"
C 0.671 -2.266 0.125 -0.112
C 0.338 -0.869 -0.257 -0.184
C -0.480 0.004 0.303 -0.215
N -0.058 1.356 0.433 -0.047
C -0.532 2.166 -0.424 -0.026
H 0.578 -2.842 -0.851 0.090
H 0.076 -2.572 0.996 0.075
H 1.658 -2.541 0.446 0.059
H 0.763 -0.539 -1.174 0.090
H -1.386 -0.200 0.886 0.103
H -1.484 2.678 -0.524 0.068
H 0.219 2.318 -1.291 0.098

***

--- 2 ---
12
Properties=species:S:1:pos:R:3:lowdin_charge:R:1 method="wB97M-V/def2-TZVPD" gap_ha=0.38137 homo_ev=-9.4 smiles="CC1=N[C@@H]1C"
C 0.557 0.516 0.516 -0.269
C 0.462 -0.878 -0.087 -0.279
C -0.170 1.600 1.220 -0.036
C -0.434 -1.239 -1.346 -0.058
N 1.504 0.154 -0.265 0.134
H 0.855 -1.799 0.503 0.128
H -0.417 1.202 2.225 0.083
H -0.976 1.970 0.707 0.038
H 0.453 2.547 1.599 0.125
H -1.421 -0.820 -1.470 0.063
H -0.516 -2.296 -1.447 0.050
H 0.103 -0.958 -2.157 0.022

***

Pick the most stable structure from those above. Pick: 2